1.
Density functional theory data (ωB97M-V/def2-TZVPD) for the molecule C2H6N4 in a non-equilibrium geometry.

Last column: natural (NBO) charge in e.
Positions of all 12 atoms, in Å:
H  -2.301  1.015  1.403  0.3467
N  -1.887  0.250  0.880  -0.7261
C  -0.853  0.586  0.225  0.2289
N  -0.008  -0.179  -0.452  -0.3222
C  0.010  -1.615  -0.327  -0.4264
N  1.482  0.499  -0.671  0.0881
N  1.462  1.627  -0.207  -0.3690
H  2.312  2.189  -0.358  0.3703
H  -0.217  1.570  0.422  0.1753
H  -0.851  -2.032  -0.860  0.2181
H  0.921  -2.001  -0.776  0.2149
H  -0.070  -1.910  0.723  0.2015

Results
HOMO energy: -9.0050 eV
Energy relative to the best compared isomer or geometry (same formula, charge and spin): 86.7 kcal/mol
SMILES: [H]/N=C/N(C)/N=N/[H]
Orbital gap: 9.243 eV
Charge: 0

***

2.
Density functional theory data (ωB97M-V/def2-TZVPD) for the molecule C4H5NO2 in a non-equilibrium geometry.

Last column: natural (NBO) charge in e.
Positions of all 12 atoms, in Å:
C  -1.084  -1.214  0.087  -0.0893
C  0.341  -1.383  -0.033  -0.4646
C  -1.351  0.088  0.137  -0.1552
C  1.048  -0.244  -0.033  0.4834
N  -0.300  0.852  0.147  -0.0894
O  2.180  0.387  -0.061  -0.6798
O  -0.281  2.254  -0.178  -0.5709
H  -1.758  -1.997  0.129  0.2195
H  0.746  -2.350  0.093  0.2341
H  -2.306  0.623  -0.069  0.2143
H  2.720  0.555  0.805  0.4445
H  0.045  2.429  -1.023  0.4534

Results
HOMO energy (spin up / spin down): -4.0907 / -9.3321 eV
Energy relative to the best compared isomer or geometry (same formula, charge and spin): 83.9 kcal/mol
Orbital gap (spin up / spin down): 4.895 / 7.707 eV
<S²>: 2.01
2S+1: 3
Charge: 0

***

3.
Density functional theory data (ωB97M-V/def2-TZVPD) for a 2-piece molecular cluster, C2H6O2P overall in a non-equilibrium geometry.

Last column: natural (NBO) charge in e.
Positions of all 11 atoms, in Å:
C  0.664  -0.288  -1.599  -1.2051
C  0.581  1.013  0.919  -1.0368
O  0.615  -1.684  0.869  -1.0902
O  -2.449  -0.403  0.154  -1.2525
P  0.366  -0.497  0.021  1.9876
H  0.630  -1.200  -2.147  0.2192
H  0.079  0.638  -2.028  0.2400
H  -0.287  0.948  1.574  0.2708
H  1.463  0.979  1.509  0.2311
H  0.560  1.795  0.250  0.2315
H  -2.220  -1.301  0.478  0.4043

Results
HOMO energy: -3.2690 eV
Energy relative to the best compared isomer or geometry (same formula, charge and spin): 76.1 kcal/mol
Orbital gap: 7.388 eV
Charge: -1

***

4.
Density functional theory data (ωB97M-V/def2-TZVPD) for a 8-piece molecular cluster, C38H53F8INO21 overall in a non-equilibrium geometry.

Last column: Mulliken charge in e.
Positions of all 122 atoms, in Å:
C  -1.409  1.785  -2.012  -0.9417
C  -1.866  0.727  -1.412  0.3949
C  -3.332  0.595  -1.112  -1.1696
I  -3.488  -1.119  0.248  0.4010
N  -3.851  1.720  -0.218  0.3139
C  -5.356  1.743  -0.431  0.0676
F  -6.048  1.782  0.696  -0.2259
C  -5.691  0.653  -1.452  -1.2869
C  -4.354  0.652  -2.234  0.8268
C  -4.182  -0.226  -3.482  -1.7511
C  -3.231  -1.429  -3.376  1.2013
C  -2.244  -1.472  -4.567  -0.6903
C  -2.134  -2.829  -5.250  -1.3325
C  -1.419  -3.930  -4.452  -0.4781
C  -0.063  -3.540  -3.848  0.2678
C  0.167  -4.260  -2.505  -1.5425
C  -0.380  -3.415  -1.331  0.8750
C  -1.127  -4.208  -0.246  -0.8368
C  -2.217  -5.164  -0.741  -0.2241
C  -3.631  -4.750  -0.364  -1.2138
H  -2.124  2.462  -2.466  0.2250
H  -0.346  1.999  -2.118  -0.1234
H  -1.205  -0.055  -1.083  0.3619
H  -3.736  1.409  0.755  0.4781
H  -3.355  2.584  -0.442  0.5224
H  -5.512  2.659  -0.998  0.4519
H  -6.432  0.963  -2.178  0.5098
H  -5.956  -0.297  -1.006  0.3789
H  -4.314  1.686  -2.596  0.3860
H  -3.934  0.432  -4.301  0.6507
H  -5.167  -0.613  -3.728  0.2082
H  -2.678  -1.491  -2.444  -1.1593
H  -3.809  -2.345  -3.445  0.6731
H  -2.649  -0.795  -5.315  0.5018
H  -1.280  -1.050  -4.296  0.1347
H  -3.157  -3.166  -5.416  0.5732
H  -1.724  -2.697  -6.249  0.1931
H  -2.120  -4.335  -3.724  0.0666
H  -1.226  -4.731  -5.158  0.3916
H  0.712  -3.892  -4.522  0.3414
H  0.072  -2.468  -3.740  0.0623
H  -0.270  -5.251  -2.543  0.5146
H  1.236  -4.388  -2.367  0.4260
H  -0.961  -2.589  -1.741  -0.9364
H  0.478  -2.957  -0.843  0.4152
H  -1.493  -3.501  0.497  0.4154
H  -0.374  -4.803  0.262  0.3425
H  -2.029  -6.130  -0.281  0.3261
H  -2.195  -5.339  -1.810  0.2115
H  -4.377  -5.490  -0.641  0.3986
H  -3.899  -3.840  -0.901  0.0521
H  -3.749  -4.569  0.700  0.3452
C  3.949  2.325  -1.055  -0.1688
C  3.384  1.062  -1.656  0.2084
O  2.103  1.484  -2.129  -0.2182
C  2.235  2.818  -2.427  0.4984
O  1.460  3.436  -3.085  -0.5388
O  3.351  3.333  -1.889  -0.3496
F  3.203  0.102  -0.730  -0.1158
H  3.633  2.468  -0.023  0.1236
H  5.033  2.371  -1.103  0.3419
H  3.962  0.659  -2.490  0.2004
C  3.435  -1.930  3.279  -0.4717
C  4.109  -1.007  4.263  0.3180
O  4.939  -0.217  3.427  -0.2128
C  4.324  -0.158  2.207  0.5302
O  4.589  0.622  1.357  -0.4932
O  3.361  -1.109  2.109  -0.2032
F  4.891  -1.689  5.136  -0.3224
H  4.039  -2.813  3.068  0.2842
H  2.445  -2.242  3.599  0.3078
H  3.429  -0.358  4.817  0.2502
C  5.735  4.134  5.351  -0.4925
C  5.313  2.707  5.567  0.6555
O  4.162  2.585  4.735  -0.2804
C  4.344  3.472  3.712  0.5760
O  3.726  3.465  2.696  -0.5243
O  5.324  4.355  3.996  -0.3459
F  4.946  2.484  6.849  -0.3060
H  5.206  4.822  6.011  0.2882
H  6.806  4.280  5.467  0.3024
H  6.053  1.968  5.267  0.0584
C  -0.806  4.647  2.919  -0.4359
C  0.165  5.354  3.829  0.3669
O  0.229  4.491  4.951  -0.2975
C  -0.027  3.234  4.488  0.6038
O  0.199  2.237  5.085  -0.5070
O  -0.566  3.273  3.234  -0.2142
F  -0.310  6.560  4.219  -0.2952
H  -1.843  4.901  3.146  0.2707
H  -0.612  4.844  1.866  0.2879
H  1.163  5.475  3.403  0.2267
C  1.706  -1.153  -6.818  -0.1301
C  2.446  -2.466  -6.923  0.2018
O  1.410  -3.377  -7.245  -0.2984
C  0.456  -2.668  -7.920  0.7117
O  -0.416  -3.152  -8.556  -0.5049
O  0.646  -1.331  -7.761  -0.3377
F  3.000  -2.824  -5.738  -0.2601
H  1.286  -1.003  -5.821  0.0814
H  2.320  -0.295  -7.080  0.3053
H  3.210  -2.495  -7.701  0.2927
C  8.601  -1.520  5.588  -0.2943
C  9.811  -0.803  5.040  0.2757
O  9.394  0.553  5.057  -0.3078
C  8.487  0.676  6.066  0.7226
O  8.125  1.709  6.528  -0.5369
O  8.052  -0.540  6.474  -0.2996
F  10.077  -1.169  3.764  -0.2885
H  7.875  -1.751  4.806  0.1549
H  8.852  -2.433  6.122  0.3145
H  10.714  -0.911  5.641  0.2985
C  -8.447  2.501  2.732  -0.2393
C  -9.421  2.620  1.586  0.3390
O  -10.656  2.779  2.247  -0.3196
C  -10.393  3.381  3.452  0.5555
O  -11.202  3.892  4.142  -0.4498
O  -9.060  3.312  3.733  -0.3421
F  -9.457  1.486  0.838  -0.2933
H  -8.366  1.474  3.094  0.2805
H  -7.456  2.871  2.485  0.1643
H  -9.248  3.476  0.930  0.3041

Results
HOMO energy: -12.7376 eV
Orbital gap: 9.347 eV
Charge: +1

***

Question: Which of these has the highest charge?
Answer: C38H53F8INO21

***

Question: The highest charge belongs to which entry?
Answer: C38H53F8INO21

***

Question: Which of these has the highest charge?
Answer: C38H53F8INO21